{"formula": "C19H22N3", "method": "the ωB97M-V functional and the def2-TZVPD basis", "symbols": ["C", "C", "C", "C", "C", "C", "C", "C", "C", "C", "C", "C", "C", "H", "H", "H", "H", "H", "H", "H", "H", "H", "H", "H", "C", "C", "N", "C", "N", "C", "C", "C", "N", "H", "H", "H", "H", "H", "H", "H", "H", "H", "H", "H"], "xyz": [[0.373, -0.363, -0.684], [1.776, 0.034, -0.298], [2.510, -0.901, 0.479], [3.934, -0.997, 0.403], [4.650, -0.060, -0.395], [3.932, 1.070, -0.927], [2.499, 1.205, -0.784], [-0.157, 0.261, -1.943], [-1.544, 0.529, -2.071], [-2.070, 1.034, -3.300], [-1.190, 1.231, -4.422], [0.200, 1.028, -4.286], [0.711, 0.551, -3.051], [0.013, -1.526, -0.516], [1.912, -1.600, 1.119], [4.470, -1.751, 0.997], [5.773, -0.085, -0.371], [4.493, 1.894, -1.412], [1.933, 2.144, -1.076], [-2.241, 0.421, -1.194], [-3.150, 1.311, -3.332], [-1.583, 1.666, -5.349], [0.879, 1.283, -5.113], [1.792, 0.428, -2.978], [-1.355, 1.723, 2.120], [-0.981, 1.407, 0.686], [-0.458, 0.052, 0.555], [-0.917, -0.895, 1.391], [-1.808, -0.696, 2.376], [-2.191, 0.652, 2.806], [-2.169, -1.920, 3.037], [-1.480, -2.961, 2.231], [-0.602, -2.208, 1.350], [-0.415, 1.847, 2.634], [-1.934, 2.655, 2.152], [-1.897, 1.558, 0.063], [-0.274, 2.130, 0.302], [-2.093, 0.714, 3.909], [-3.270, 0.812, 2.584], [-1.799, -1.911, 4.045], [-3.231, -2.024, 3.110], [-0.885, -3.622, 2.872], [-2.194, -3.554, 1.635], [0.036, -2.563, 0.648]], "forces_ev_per_a": [[-1.9, -0.8, 3.0], [2.5, -0.1, -0.3], [0.6, -0.3, -0.7], [-0.7, 1.1, -0.1], [-0.9, 0.7, 0.9], [-0.8, -0.1, 0.9], [0.5, -1.5, -0.2], [-0.3, 0.3, -1.5], [-0.4, 0.3, -1.0], [1.1, -0.2, 0.2], [-0.4, 0.3, 1.3], [-0.7, -0.2, 1.1], [-1.0, 0.0, -0.2], [2.1, 2.8, -2.1], [0.8, 0.3, -0.8], [-0.3, 0.4, -0.4], [-1.4, 0.0, -0.5], [-0.4, -0.6, 0.5], [1.0, -1.5, -0.1], [0.8, -0.3, -1.4], [1.1, -0.4, -0.2], [0.1, -0.3, 0.4], [-0.4, -0.3, 0.5], [-0.4, -0.2, 0.1], [0.2, 0.0, 0.2], [-1.7, 0.3, -0.2], [-0.9, -0.3, 0.1], [-0.2, 0.3, -0.4], [0.5, 1.7, -1.0], [-1.0, -0.2, 0.3], [0.1, 0.8, 0.9], [0.4, -2.0, -0.7], [0.4, 0.8, -0.4], [0.2, 0.2, 0.6], [0.4, -0.1, 0.0], [0.8, -0.2, 0.5], [0.4, 0.0, 0.0], [0.1, 0.0, -0.6], [0.6, -0.2, 0.1], [0.2, 0.1, 0.7], [-0.8, -0.2, -0.2], [-0.3, 0.0, -0.3], [0.3, 0.1, 0.3], [-0.4, -0.4, 0.6]], "nbo_charge": [-0.037, -0.067, -0.201, -0.206, -0.201, -0.209, -0.212, -0.014, -0.235, -0.202, -0.186, -0.202, -0.212, 0.206, 0.198, 0.232, 0.240, 0.235, 0.238, 0.208, 0.232, 0.231, 0.235, 0.238, -0.425, -0.213, -0.401, 0.683, -0.378, -0.207, -0.213, -0.219, -0.586, 0.221, 0.247, 0.206, 0.237, 0.225, 0.209, 0.207, 0.224, 0.228, 0.216, 0.432], "e_above_lowest_ev": 1.661, "total_charge": 1, "orbital_gap_ha": 0.34040}



{"formula": "C19H22N4O2S", "method": "the ωB97M-V functional and the def2-TZVPD basis", "symbols": ["N", "N", "N", "O", "O", "S", "C", "C", "C", "C", "C", "C", "C", "C", "C", "C", "C", "N", "C", "C", "C", "C", "C", "C", "C", "C", "H", "H", "H", "H", "H", "H", "H", "H", "H", "H", "H", "H", "H", "H", "H", "H", "H", "H", "H", "H", "H", "H"], "xyz": [[0.504, -3.859, 3.981], [-1.109, 2.726, -0.530], [-0.698, 3.591, 1.634], [-1.039, 4.997, -0.071], [1.435, -2.762, -3.343], [0.732, -1.746, 5.402], [0.834, -3.472, 5.182], [0.211, -2.783, 3.146], [0.297, -1.547, 3.739], [-0.941, 3.710, 0.342], [-0.043, 0.884, 4.004], [0.003, -0.234, 3.146], [-0.222, 2.169, 3.486], [-0.895, 1.497, -0.062], [-0.225, -0.062, 1.794], [-0.544, 2.346, 2.117], [-0.539, 1.235, 1.268], [-1.004, 0.462, -0.954], [2.511, -2.827, -4.286], [-0.105, 3.386, 4.380], [1.139, -0.313, -3.113], [-0.803, -1.950, -2.745], [0.086, 0.832, -3.175], [-1.825, -0.788, -2.883], [0.515, -1.648, -3.531], [-1.217, 0.561, -2.402], [-1.012, 5.398, 0.791], [1.132, -4.249, 5.869], [-0.030, -2.890, 2.102], [0.206, 0.815, 5.056], [-0.200, -0.944, 1.137], [-0.927, -0.447, -0.541], [3.153, -1.972, -4.161], [3.107, -3.688, -4.075], [2.192, -2.891, -5.354], [-1.091, 3.881, 4.507], [0.572, 4.145, 3.973], [0.217, 3.092, 5.374], [1.493, -0.383, -2.054], [1.958, -0.142, -3.777], [-0.513, -2.109, -1.705], [-1.216, -2.864, -3.157], [-0.185, 1.000, -4.221], [0.541, 1.763, -2.815], [-2.733, -1.005, -2.319], [-2.088, -0.732, -3.937], [0.273, -1.559, -4.595], [-1.907, 1.375, -2.625]], "forces_ev_per_a": [[0.1, 0.6, -0.7], [0.2, -0.3, -0.3], [-0.3, 0.6, -0.2], [-0.2, -1.4, -0.7], [-0.6, 0.4, -0.5], [0.3, -0.6, 0.1], [-0.6, 0.2, -1.5], [0.4, 0.3, 1.4], [-0.3, -0.8, -0.2], [0.1, 0.0, 0.9], [0.3, 1.9, -1.1], [-0.1, -0.2, 0.0], [-0.1, -0.5, 1.2], [-0.3, -0.1, -2.5], [-0.4, 0.2, -0.2], [0.7, -0.2, 0.0], [0.2, -1.4, 1.5], [-0.1, 0.8, 0.5], [-0.9, 0.5, -0.2], [-0.8, 0.0, -0.1], [-1.4, -0.3, 1.4], [0.9, 0.7, -0.6], [0.6, -0.1, -0.1], [0.9, -0.1, 0.4], [0.0, -0.3, 0.6], [0.2, -0.8, -0.3], [0.1, 1.2, 0.6], [0.0, 0.5, 0.6], [-0.1, -0.5, 0.0], [-0.1, -0.2, 0.0], [0.1, 0.5, 0.4], [0.0, -0.2, -0.2], [0.4, 0.5, -0.1], [0.1, -0.7, 0.3], [-0.1, 0.1, 0.7], [0.5, -0.2, -0.2], [-0.1, -0.3, 0.0], [0.2, 0.0, 0.1], [0.0, -0.1, -0.8], [0.7, 0.5, -0.2], [-0.1, -0.2, 0.1], [-0.1, -0.2, 0.2], [-0.1, 0.1, 0.0], [-0.1, -0.1, 0.0], [0.0, 0.0, 0.0], [-0.1, 0.3, -0.1], [-0.1, -0.2, -0.2], [0.0, 0.0, 0.3]], "nbo_charge": [-0.413, -0.552, -0.606, -0.641, -0.548, 0.398, -0.148, -0.050, -0.264, 0.690, -0.195, 0.010, -0.017, 0.486, -0.175, 0.274, -0.209, -0.587, -0.248, -0.632, -0.433, -0.413, -0.408, -0.405, 0.116, -0.042, 0.493, 0.230, 0.206, 0.214, 0.195, 0.393, 0.165, 0.196, 0.165, 0.227, 0.234, 0.209, 0.206, 0.214, 0.189, 0.224, 0.203, 0.228, 0.218, 0.212, 0.158, 0.231], "e_above_lowest_ev": 0.877, "total_charge": 0, "orbital_gap_ha": 0.29297}



{"formula": "C19H22N4O4", "method": "the ωB97M-V functional and the def2-TZVPD basis", "symbols": ["O", "O", "O", "O", "C", "C", "C", "C", "C", "C", "C", "C", "C", "C", "C", "C", "C", "C", "C", "N", "N", "N", "N", "C", "C", "C", "C", "H", "H", "H", "H", "H", "H", "H", "H", "H", "H", "H", "H", "H", "H", "H", "H", "H", "H", "H", "H", "H", "H"], "xyz": [[2.458, -0.074, -2.314], [6.059, -2.405, -1.565], [1.754, -3.080, -1.272], [6.285, -0.574, -3.458], [2.188, -0.148, -1.125], [5.052, -1.703, -1.697], [2.942, -3.007, -1.528], [-0.198, -0.470, -0.717], [0.800, 1.625, -0.072], [-1.463, -0.013, -0.305], [-0.415, 2.016, 0.480], [-3.745, 0.655, 1.384], [-3.214, 2.950, 1.050], [-4.924, 0.988, 2.046], [-4.389, 3.293, 1.714], [0.953, 0.338, -0.631], [-1.578, 1.223, 0.319], [-2.857, 1.628, 0.919], [-5.253, 2.344, 2.248], [5.070, -0.854, -2.770], [3.455, -3.919, -2.459], [-6.385, 2.699, 2.946], [3.094, -0.792, -0.286], [2.585, -4.837, -3.182], [-6.488, 3.956, 3.701], [2.913, -0.664, 1.173], [3.833, -1.974, -0.804], [6.999, -1.203, -3.167], [-0.177, -1.440, -1.213], [1.667, 2.256, 0.032], [-2.282, -0.661, -0.484], [-0.472, 2.930, 1.057], [-3.530, -0.393, 1.298], [-2.554, 3.704, 0.624], [-5.608, 0.196, 2.283], [-4.648, 4.346, 1.873], [4.224, -0.294, -2.945], [4.450, -3.880, -2.683], [-7.009, 1.951, 3.199], [1.897, -4.266, -3.811], [2.022, -5.449, -2.479], [3.217, -5.483, -3.862], [-6.495, 4.783, 2.994], [-5.664, 4.086, 4.420], [-7.427, 3.951, 4.302], [3.717, -1.154, 1.696], [2.962, 0.380, 1.510], [1.955, -1.083, 1.490], [4.225, -2.479, 0.071]], "forces_ev_per_a": [[-0.1, -0.1, -0.5], [-0.1, -0.3, 0.8], [0.0, 0.5, 0.4], [-0.7, -0.3, 0.4], [2.9, -1.6, -1.2], [2.0, 0.2, -1.8], [-1.1, -1.8, -1.4], [-0.4, 0.3, -0.4], [-0.2, -0.9, 0.4], [2.2, 0.4, -0.2], [-0.3, -0.5, -0.6], [-0.8, 0.4, 0.6], [-0.3, 0.4, 0.3], [0.6, 0.5, -1.0], [0.1, 1.1, 0.3], [-3.3, 1.4, 1.5], [0.6, 0.1, 0.4], [0.0, -0.6, -0.1], [0.2, -0.7, 0.0], [-0.6, -0.3, 1.4], [1.1, 1.6, 1.2], [-0.4, 0.4, 0.4], [-0.4, -0.3, 0.2], [0.7, -0.1, -0.6], [-0.4, -0.8, 0.1], [-0.3, 0.1, -0.2], [0.1, 1.2, -0.8], [-1.5, 0.2, 0.3], [0.4, 0.2, 0.2], [0.1, 0.2, 0.0], [-0.8, -0.3, 0.0], [0.0, 0.1, -0.2], [0.2, -0.3, -0.2], [-0.3, 0.0, 0.2], [-0.2, -0.2, 0.5], [0.2, -0.4, -0.3], [0.8, 0.2, -0.4], [-0.6, 0.0, 0.1], [0.2, 0.1, 0.1], [-0.1, -0.2, 0.1], [0.0, -0.1, -0.1], [-0.7, 0.7, 0.9], [-0.1, 0.3, 0.2], [0.0, 0.0, -0.3], [0.6, 0.0, -0.7], [0.3, -0.4, 0.0], [-0.1, -0.2, -0.4], [0.1, -0.1, 0.1], [0.3, -0.1, 0.0]], "nbo_charge": [-0.619, -0.679, -0.629, -0.544, 0.712, 0.606, 0.673, -0.106, -0.164, -0.214, -0.213, -0.157, -0.187, -0.257, -0.226, -0.199, -0.015, -0.114, 0.160, -0.325, -0.623, -0.601, -0.435, -0.407, -0.409, -0.410, -0.186, 0.502, 0.234, 0.212, 0.214, 0.217, 0.210, 0.215, 0.207, 0.202, 0.440, 0.415, 0.386, 0.206, 0.212, 0.208, 0.194, 0.190, 0.211, 0.211, 0.211, 0.211, 0.263], "e_above_lowest_ev": 3.586, "total_charge": 0, "orbital_gap_ha": 0.30849}